1.
A structure of composition C3H4HoLiO4 in a non-equilibrium geometry, computed with wB97M-V/def2-TZVPD.

The energy above the lowest of the compared OMol25 structures with the same formula, charge and spin is 11.71 kcal/mol. For the HOMO-LUMO gap (spin up / spin down), the calculation gives 5.24 / 4.43 eV.

The geometry in ORCA input format:
```
! RIJCOSX wB97M-V def2-TZVPD def2/J DEFGRID3
* xyz 2 5
Ho 3.393 1.167 0.645
O 1.778 0.577 -1.045
O 2.168 -0.853 0.509
O 0.242 -0.952 -0.866
O -0.319 1.144 0.526
C -0.917 -1.080 -0.063
C 1.185 -0.170 -0.195
C -1.459 0.315 0.302
Li 0.433 2.162 -0.763
H -1.687 -1.636 -0.596
H -0.675 -1.635 0.846
H -2.077 0.704 -0.507
H -2.066 0.260 1.207
*
```

Partial charges, Löwdin, in e: 2.297, -0.191, -0.140, 0.048, -0.304, -0.125, -0.710, -0.217, 0.791, 0.150, 0.142, 0.126, 0.135

2.
An isolated molecule of C6H9NO2 in a non-equilibrium geometry, computed with wB97M-V/def2-TZVPD.

The energy above the lowest of the compared OMol25 structures with the same formula, charge and spin is 115.18 kcal/mol. For the HOMO-LUMO gap, the calculation gives 8.22 eV.

The geometry in ORCA input format:
```
! RIJCOSX wB97M-V def2-TZVPD def2/J DEFGRID3
* xyz 0 1
O 0.476 -0.052 3.064
O 1.024 -1.998 0.031
N -0.731 0.478 1.157
C 1.858 0.239 0.732
C 0.908 -0.638 0.277
C -1.378 -0.783 -0.886
C -0.165 1.422 -1.058
C 0.350 0.052 1.867
C -0.394 0.165 -0.219
H -1.509 1.015 1.512
H 1.948 -2.258 0.173
H 0.299 1.177 -2.017
H -1.011 -1.093 -1.868
H -1.127 1.908 -1.253
H -2.336 -0.271 -1.025
H 0.454 2.158 -0.542
H -1.547 -1.683 -0.294
H 2.880 0.162 0.349
*
```

Partial charges, Löwdin, in e: 0.093, 0.053, 0.118, 0.153, -0.370, -0.028, -0.028, -0.404, -0.461, 0.163, 0.116, 0.090, 0.092, 0.084, 0.086, 0.082, 0.088, 0.072

3.
A cluster of 2 separate species, C3H3BrI2O in total in a non-equilibrium geometry, computed with wB97M-V/def2-TZVPD.

The energy above the lowest of the compared OMol25 structures with the same formula, charge and spin is 23.11 kcal/mol. For the HOMO-LUMO gap, the calculation gives 8.16 eV.

The geometry in ORCA input format:
```
! RIJCOSX wB97M-V def2-TZVPD def2/J DEFGRID3
* xyz 0 1
I -3.108 1.846 1.838
I 0.661 0.593 2.130
Br 0.489 -2.367 -1.952
O 2.431 -0.856 -0.643
C -0.581 0.458 0.319
C 1.457 -0.883 -1.368
C -1.830 0.871 0.336
H 1.772 -0.395 1.642
H 0.974 0.070 -1.596
H -2.264 0.664 -0.706
*
```

Partial charges, Löwdin, in e: 0.613, 1.122, 0.721, -0.087, -0.598, -0.813, -0.822, -0.231, 0.039, 0.056

4.
An isolated molecule of C4H7NO in a non-equilibrium geometry, computed with wB97M-V/def2-TZVPD.

The energy above the lowest of the compared OMol25 structures with the same formula, charge and spin is 37.95 kcal/mol. The SMILES is C[C@H]1CN=CO1. For the HOMO-LUMO gap, the calculation gives 10.44 eV.

The geometry in ORCA input format:
```
! RIJCOSX wB97M-V def2-TZVPD def2/J DEFGRID3
* xyz 0 1
O 0.047 0.205 -1.574
N 0.660 1.552 0.132
C 0.226 -1.508 0.424
C -0.593 -0.359 -0.164
C -0.541 0.902 0.672
C 0.781 1.207 -1.085
H 0.902 -1.203 1.236
H -1.415 1.553 0.510
H -1.525 -0.652 -0.617
H 1.480 1.756 -1.717
H -0.408 -2.319 0.814
H -0.430 0.780 1.762
H 0.816 -1.914 -0.393
*
```

Partial charges, Löwdin, in e: -0.039, 0.042, -0.045, -0.212, -0.194, -0.295, 0.085, 0.118, 0.127, 0.131, 0.084, 0.118, 0.080

5.
A structure of composition C12H21I2O3PS8V, computed with wB97M-V/def2-TZVPD.

The energy above the lowest of the compared OMol25 structures with the same formula, charge and spin is 1.65 kcal/mol. For the HOMO-LUMO gap (spin up / spin down), the calculation gives 6.31 / 6.42 eV.

The geometry in ORCA input format:
```
! RIJCOSX wB97M-V def2-TZVPD def2/J DEFGRID3
* xyz 0 2
I -2.762 -0.834 -1.570
I -4.213 -3.356 -1.307
V 0.556 0.332 0.038
S -1.914 4.387 1.241
S 2.190 -0.275 1.683
S 0.395 2.434 1.088
S -1.038 -0.603 1.736
S -4.484 5.611 0.407
S -1.103 1.219 -1.529
S 0.662 -2.042 -0.661
S -3.320 3.265 -1.007
P 2.266 0.915 -1.643
O 2.526 -0.292 -2.674
O 3.777 1.361 -1.336
O 1.872 2.076 -2.657
C 2.421 -2.078 1.523
C -0.506 -3.039 0.319
C 1.651 3.426 -2.206
C -1.171 3.007 0.493
C 1.312 -0.169 3.260
C 1.555 -0.606 -3.693
C 4.675 0.688 -0.459
C -0.048 -0.854 3.258
C 2.243 -2.527 0.083
C -1.836 2.488 -0.555
C -1.442 -2.311 1.303
C -3.287 4.515 0.193
H 1.467 0.229 -4.384
H -0.645 -0.482 4.089
H 2.989 -2.077 -0.573
H 1.653 4.046 -3.097
H 0.061 -1.928 3.392
H 1.209 0.904 3.420
H 2.450 3.736 -1.535
H -1.129 -3.576 -0.397
H 1.935 -0.574 4.057
H 1.927 -1.486 -4.210
H 3.418 -2.339 1.878
H 1.695 -2.577 2.166
H 0.109 -3.774 0.839
H -1.505 -2.870 2.236
H 2.346 -3.611 0.010
H -2.444 -2.287 0.882
H 4.411 0.864 0.581
H 5.663 1.094 -0.660
H 0.583 -0.830 -3.253
H 0.690 3.498 -1.700
H 4.691 -0.385 -0.665
*
```

Partial charges, Löwdin, in e: 0.354, -0.102, -0.374, 0.909, 0.840, 0.562, 0.857, 0.539, 0.330, 0.840, 0.910, 0.653, -0.318, -0.279, -0.314, -0.441, -0.470, -0.089, -1.094, -0.487, -0.101, -0.114, -0.452, -0.478, -1.086, -0.532, -1.504, 0.089, 0.087, 0.061, 0.094, 0.069, 0.056, 0.087, 0.031, 0.091, 0.092, 0.090, 0.071, 0.080, 0.085, 0.093, -0.048, 0.047, 0.093, 0.045, 0.049, 0.080

6.
A structure of composition CHAuLiO3 in a non-equilibrium geometry, computed with wB97M-V/def2-TZVPD.

For the HOMO-LUMO gap (spin up / spin down), the calculation gives 9.91 / 7.92 eV.

The geometry in ORCA input format:
```
! RIJCOSX wB97M-V def2-TZVPD def2/J DEFGRID3
* xyz 3 3
Au -1.437 0.503 0.636
O -1.109 -0.365 -1.120
O 0.460 0.217 1.051
O 0.991 -0.242 0.069
C 0.051 -0.689 -1.112
Li 0.658 2.052 0.714
H 0.385 -1.475 -0.239
*
```

Partial charges, Löwdin, in e: 1.507, 0.158, -0.120, 0.051, 0.180, 0.910, 0.314